Record 1
{
  "formula": "C28H59BrIN4O8",
  "method": "ωB97M-V with the def2-TZVPD basis set",
  "max_force_ev_per_a": 2.65,
  "gap_ev": 6.320,
  "energy_ha": -4794.40799,
  "total_charge": 1,
  "e_homo_ev": -9.87,
  "elements": ["C", "C", "C", "O", "O", "C", "C", "C", "C", "C", "C", "C", "C", "I", "C", "C", "C", "N", "C", "N", "Br", "C", "N", "N", "H", "H", "H", "H", "H", "H", "H", "H", "H", "H", "H", "H", "H", "H", "H", "H", "H", "H", "H", "H", "H", "H", "H", "H", "H", "H", "H", "H", "H", "C", "O", "C", "C", "O", "C", "H", "H", "H", "H", "H", "H", "H", "H", "H", "H", "C", "O", "C", "C", "O", "C", "H", "H", "H", "H", "H", "H", "H", "H", "H", "H", "C", "O", "C", "C", "O", "C", "H", "H", "H", "H", "H", "H", "H", "H", "H", "H"],
  "coordinates": [[-1.37001, 5.47700, 6.16611], [-1.93629, 4.64539, 5.20943], [-1.52266, 4.56561, 3.77265], [-2.32268, 4.64440, 2.89256], [-0.21206, 4.33643, 3.57575], [0.28411, 4.91276, 2.36172], [1.68075, 4.32240, 2.13114], [2.35071, 4.97134, 0.90821], [1.73851, 4.46735, -0.42888], [2.37678, 3.08534, -0.72989], [1.63040, 2.36689, -1.88006], [1.31555, 0.87295, -1.63321], [-0.18272, 0.68978, -1.27550], [-0.86210, -1.36183, -1.37769], [-0.52139, 1.21132, 0.14396], [-1.97270, 1.71606, 0.26601], [1.73674, -0.01787, -2.83462], [2.56220, -1.12909, -2.28558], [2.79905, -0.85472, -0.93512], [3.57703, -1.55984, -0.14839], [4.42729, -3.05698, -0.84048], [3.76673, -1.12799, 1.24099], [4.57461, 0.10026, 1.20214], [2.13354, 0.21979, -0.61132], [-1.56757, 6.55141, 6.14245], [-0.69198, 5.07784, 6.92223], [-2.75003, 3.98332, 5.51856], [-0.33752, 4.65450, 1.50500], [0.41219, 5.99574, 2.45012], [1.61884, 3.23071, 2.04857], [2.30568, 4.51088, 3.01045], [2.35325, 6.06163, 0.97347], [3.39137, 4.62538, 0.90461], [0.65507, 4.36650, -0.31897], [1.99527, 5.12722, -1.26098], [3.42214, 3.24756, -1.00385], [2.37309, 2.54407, 0.21936], [2.22089, 2.50436, -2.78612], [0.67676, 2.86651, -2.07430], [-0.78852, 1.26219, -1.98128], [-0.43100, 0.36321, 0.83267], [0.18638, 1.98108, 0.48037], [-2.63624, 1.12234, -0.36518], [-2.01323, 2.77427, -0.00819], [-2.30517, 1.66589, 1.30382], [0.93955, -0.39400, -3.47592], [2.37614, 0.53238, -3.53239], [3.47929, -0.93030, -2.69717], [2.80683, -0.83273, 1.67845], [4.20370, -1.91998, 1.85248], [4.79392, 0.39599, 2.14748], [5.41837, -0.10242, 0.67485], [2.00982, 0.46377, 0.36099], [-1.05292, -6.27312, 1.87437], [-0.33260, -5.54149, 0.88941], [0.43626, -4.48809, 1.43780], [1.90172, -4.84192, 1.51140], [2.15508, -5.86891, 2.45153], [2.36595, -7.13584, 1.84548], [-1.44994, -7.17172, 1.40527], [-0.41147, -6.56837, 2.70776], [-1.88716, -5.67450, 2.24774], [0.05394, -4.19919, 2.42185], [0.34223, -3.63235, 0.76445], [2.45603, -3.95532, 1.84997], [2.27768, -5.11823, 0.52051], [3.34268, -7.16002, 1.35049], [1.58198, -7.37197, 1.12290], [2.35487, -7.88818, 2.63181], [-6.35919, -8.26551, 0.36015], [-7.08634, -7.30121, 1.10219], [-6.76135, -7.30657, 2.48483], [-5.83990, -6.15887, 2.84094], [-4.55613, -6.31809, 2.24838], [-4.37145, -5.50170, 1.10608], [-6.51513, -8.06116, -0.69824], [-5.28832, -8.21616, 0.57297], [-6.73004, -9.27158, 0.58150], [-6.31831, -8.26295, 2.77783], [-7.69943, -7.18651, 3.03551], [-5.69301, -6.14914, 3.92546], [-6.28617, -5.20265, 2.55268], [-4.25510, -4.45429, 1.40893], [-5.20362, -5.58936, 0.40400], [-3.45961, -5.82379, 0.60587], [0.58676, 5.54451, -7.32516], [0.46853, 6.45063, -6.23996], [-0.17664, 5.88440, -5.11156], [0.82226, 5.50587, -4.03773], [1.65712, 4.42962, -4.45541], [2.94939, 4.86593, -4.85095], [1.25935, 5.98641, -8.05843], [0.99778, 4.58318, -7.00659], [-0.38954, 5.38756, -7.79442], [-0.78149, 5.01920, -5.40011], [-0.85007, 6.64764, -4.70944], [0.27368, 5.16208, -3.15353], [1.42217, 6.37280, -3.74561], [3.53382, 5.16337, -3.97275], [2.89550, 5.69914, -5.55363], [3.45150, 4.03032, -5.33809]],
  "forces_ev_per_a": [[-0.2, -0.2, -0.7], [1.0, 0.1, 0.6], [-2.0, 1.4, 1.0], [-0.5, -0.2, -1.6], [0.1, 0.7, 0.3], [1.4, -0.9, -0.5], [-0.1, 0.7, 0.2], [0.0, -0.8, -0.4], [1.0, -0.4, 0.6], [-0.9, 0.7, -0.1], [0.3, 0.0, 0.7], [-0.5, -1.2, -1.1], [0.1, 0.6, 0.7], [0.0, 0.2, -0.1], [-0.4, -0.6, 0.2], [0.6, 0.3, 0.1], [0.3, 0.3, -0.7], [1.6, 0.6, 0.1], [-1.5, 0.5, -2.1], [-0.1, -0.5, 0.6], [0.0, 0.2, 0.3], [0.5, 1.0, 0.2], [-0.3, -0.6, -0.2], [-0.3, 0.7, 2.1], [1.8, 0.2, -1.0], [-1.8, -0.1, 1.4], [1.3, -1.4, 0.2], [-0.3, 0.2, 0.3], [-0.5, -0.1, 0.2], [-0.1, 0.1, -0.1], [-0.2, 0.0, 0.0], [-0.1, -0.1, 0.1], [0.0, 0.4, 0.0], [0.0, 0.1, -0.3], [-0.3, 0.1, 0.1], [0.0, -0.1, 0.1], [0.1, -0.2, -0.2], [-0.2, -0.2, 0.0], [0.1, 0.0, 0.0], [0.2, -0.3, -0.2], [0.3, 0.2, 0.0], [-0.1, 0.0, -0.2], [-0.1, 0.1, 0.1], [-0.2, -0.2, -0.2], [-0.1, -0.1, -0.1], [-0.2, -0.1, 0.5], [-0.1, 0.1, 0.3], [0.0, -1.2, -0.4], [-0.1, -0.5, -0.1], [-0.2, -0.3, -0.4], [0.2, 0.0, -0.1], [0.2, 0.2, 0.4], [0.2, 0.3, -0.1], [0.0, 0.0, 0.0], [0.1, -0.1, 0.1], [-0.1, -0.1, -0.4], [0.2, 0.0, 0.4], [0.0, 0.0, -0.2], [0.0, 0.0, 0.1], [0.0, 0.1, -0.1], [0.0, 0.0, 0.0], [0.0, -0.1, 0.1], [0.1, 0.0, 0.0], [-0.1, 0.2, 0.0], [0.0, 0.0, 0.0], [-0.1, 0.0, 0.0], [0.0, 0.0, -0.1], [0.0, 0.0, 0.0], [0.0, 0.1, 0.0], [-0.1, 0.0, 0.0], [0.2, -0.1, 0.0], [-0.3, 0.3, -0.1], [0.2, -0.3, 0.2], [-0.1, 0.1, -0.2], [0.0, 0.0, 0.0], [-0.1, 0.0, 0.0], [0.0, 0.0, 0.0], [0.1, 0.0, 0.0], [0.1, 0.0, 0.0], [0.0, 0.0, 0.0], [0.0, 0.0, 0.0], [0.0, 0.0, -0.1], [0.0, 0.0, -0.1], [0.0, 0.0, 0.0], [0.0, 0.0, 0.0], [0.0, 0.1, 0.0], [0.1, -0.3, 0.0], [0.1, 0.4, 0.0], [-0.2, -0.4, 0.0], [0.1, 0.2, 0.0], [0.0, -0.1, 0.0], [0.0, 0.1, 0.0], [0.0, 0.0, 0.0], [0.0, -0.1, 0.0], [0.0, 0.0, 0.0], [0.0, 0.0, 0.0], [0.0, 0.1, 0.0], [0.0, 0.0, -0.1], [0.0, 0.1, 0.0], [0.0, 0.0, 0.0], [0.0, 0.0, 0.0]]
}


Record 2
{
  "formula": "C28H59FN4O15P3",
  "method": "ωB97M-V with the def2-TZVPD basis set",
  "max_force_ev_per_a": 9.01,
  "gap_ev": 6.052,
  "energy_ha": -3573.37583,
  "total_charge": 1,
  "e_homo_ev": -11.18,
  "elements": ["N", "C", "N", "N", "C", "C", "C", "C", "C", "O", "O", "C", "C", "N", "C", "C", "O", "F", "H", "H", "H", "H", "H", "H", "H", "H", "H", "H", "H", "H", "H", "H", "O", "P", "O", "C", "C", "O", "C", "C", "O", "C", "C", "H", "H", "H", "H", "H", "H", "H", "H", "H", "H", "H", "H", "H", "H", "H", "O", "P", "O", "C", "C", "O", "C", "C", "O", "C", "C", "H", "H", "H", "H", "H", "H", "H", "H", "H", "H", "H", "H", "H", "H", "H", "O", "P", "O", "C", "C", "O", "C", "C", "O", "C", "C", "H", "H", "H", "H", "H", "H", "H", "H", "H", "H", "H", "H", "H", "H", "H"],
  "coordinates": [[3.47049, 3.19248, -4.57735], [4.29214, 4.46797, -4.61253], [3.94571, 5.20285, -3.36093], [5.71078, 4.02415, -4.71844], [3.86031, 5.22890, -5.97826], [4.03935, 6.81331, -5.94883], [5.25891, 7.43929, -5.16869], [5.45920, 8.98829, -5.06814], [6.63748, 9.70595, -4.27581], [6.57946, 9.74596, -3.02447], [7.74844, 10.35550, -4.90160], [4.41930, 9.88012, -5.80371], [3.25763, 9.17842, -6.55450], [3.10680, 7.72076, -6.62544], [1.93203, 7.24487, -7.43913], [2.10546, 7.93288, -8.90648], [1.08071, 8.17519, -9.56524], [3.36887, 8.22428, -9.48942], [2.52416, 3.53844, -4.29949], [3.34084, 2.84931, -5.54509], [4.85059, 5.54844, -2.97883], [3.60890, 4.52314, -2.64783], [6.37873, 4.71372, -4.35087], [5.76843, 3.13411, -4.20192], [2.80737, 4.86698, -6.23692], [4.57109, 4.82784, -6.80253], [6.04151, 6.80484, -4.62225], [7.91413, 11.12911, -4.29704], [4.49668, 11.01978, -5.80800], [2.49563, 9.88137, -7.06402], [1.92891, 6.12259, -7.63533], [0.97281, 7.65885, -6.98358], [-0.30465, 3.16052, -2.16947], [-1.36206, 2.88328, -1.09415], [-2.08618, 1.60119, -1.87739], [-1.30665, 0.54448, -2.42664], [-0.86763, -0.46287, -1.38162], [-2.42434, 4.06743, -1.56608], [-1.98081, 5.15445, -2.36811], [-2.11511, 4.83179, -3.84927], [-2.45677, 2.63028, 0.19161], [-2.53271, 1.43765, 0.94343], [-1.31609, 1.22218, 1.81690], [-0.43759, 0.92998, -2.96727], [-1.93652, 0.03684, -3.16266], [-0.26645, 0.01451, -0.60463], [-0.27131, -1.25870, -1.83580], [-1.73000, -0.93090, -0.89994], [-0.95973, 5.43795, -2.10794], [-2.61211, 6.01769, -2.13009], [-1.70882, 3.85323, -4.10754], [-1.60584, 5.58820, -4.45300], [-3.16975, 4.81327, -4.13595], [-2.73929, 0.58776, 0.29513], [-3.41163, 1.53063, 1.58998], [-0.38643, 1.35139, 1.25446], [-1.33371, 0.22025, 2.25392], [-1.30063, 1.94949, 2.63218], [-3.90371, -1.73726, 3.90737], [-3.68224, -2.19540, 5.35376], [-5.24650, -2.70718, 5.62504], [-5.91402, -3.54253, 4.68595], [-5.51306, -4.99915, 4.81255], [-3.80096, -0.69293, 6.04740], [-3.62189, 0.47743, 5.26015], [-4.94430, 0.94895, 4.67345], [-3.30474, -2.72433, 6.93365], [-3.43079, -4.06016, 7.37108], [-2.42108, -4.98259, 6.72236], [-5.75629, -3.19533, 3.66107], [-6.98517, -3.45301, 4.88792], [-4.43932, -5.12553, 4.65580], [-6.04119, -5.61297, 4.07796], [-5.75665, -5.38926, 5.80429], [-2.87199, 0.31270, 4.48456], [-3.22213, 1.25840, 5.91662], [-5.51113, 0.14303, 4.20633], [-4.77492, 1.73004, 3.92742], [-5.58132, 1.35696, 5.46251], [-4.45540, -4.40851, 7.25018], [-3.25108, -4.05377, 8.45132], [-2.39764, -4.85613, 5.63594], [-2.65172, -6.02533, 6.95577], [-1.41609, -4.76533, 7.09153], [-0.39412, -8.43787, 1.16065], [0.42033, -7.57221, 2.12774], [0.64848, -8.75384, 3.28286], [1.08873, -10.05757, 2.91796], [2.58575, -10.12604, 2.68598], [-0.87279, -6.80369, 2.82730], [-2.13265, -6.76676, 2.16587], [-2.98882, -7.96329, 2.55341], [1.36588, -6.53246, 3.10103], [2.71080, -6.78055, 3.44798], [3.64673, -6.67222, 2.26359], [0.55374, -10.42705, 2.03885], [0.82993, -10.72203, 3.74720], [2.89072, -9.44497, 1.88838], [2.88951, -11.13840, 2.40691], [3.13669, -9.85378, 3.59020], [-2.00220, -6.69748, 1.08499], [-2.64025, -5.84616, 2.47620], [-2.44889, -8.90868, 2.49354], [-3.86940, -8.02779, 1.90935], [-3.32454, -7.86528, 3.58950], [2.80332, -7.73176, 3.96990], [2.99043, -6.01737, 4.18196], [3.28118, -7.24479, 1.40633], [4.64472, -7.02859, 2.53209], [3.73199, -5.63186, 1.94088]],
  "forces_ev_per_a": [[-0.4, 1.8, -0.5], [-0.3, -1.4, 0.0], [1.1, -0.4, -0.3], [-1.0, 0.2, 0.2], [0.7, 0.8, -0.5], [1.3, 2.4, 0.9], [-1.8, 2.9, -1.1], [-2.5, -1.6, -2.8], [1.1, 0.7, 3.8], [-0.5, -0.4, -4.5], [-3.2, -0.6, 0.7], [-0.8, -4.1, -0.4], [3.0, 0.3, 2.1], [2.5, 1.1, 2.2], [1.2, 1.0, -1.5], [-3.9, 0.7, -3.0], [4.6, -1.0, 2.9], [-2.3, -0.9, 2.1], [0.8, -0.7, -0.1], [0.3, 0.0, 0.7], [-1.1, -0.2, -0.2], [0.3, 0.5, -0.8], [-0.4, -0.6, -0.1], [0.2, 0.7, -0.2], [1.4, 1.0, 0.4], [-1.1, 0.7, 1.3], [-1.6, 0.9, -1.1], [0.1, -1.1, -0.5], [-0.2, -1.9, 0.0], [1.2, -1.8, 0.7], [0.0, 1.6, 0.6], [1.3, -0.8, -0.8], [1.9, -0.3, 3.8], [-6.6, -0.1, -6.1], [0.9, -0.5, 0.9], [0.1, -0.3, -0.4], [-0.1, -0.1, 0.1], [0.7, 0.1, 1.3], [0.1, 0.2, -0.3], [-0.2, 0.0, -0.1], [3.0, 1.2, 0.2], [0.0, -0.7, 0.5], [0.0, 0.0, 0.3], [-0.1, 0.1, 0.1], [-0.1, 0.2, 0.1], [0.1, 0.0, 0.0], [0.0, 0.1, 0.0], [0.1, 0.0, -0.1], [0.0, -0.1, -0.1], [-0.1, -0.2, 0.1], [0.2, 0.1, 0.2], [-0.1, 0.0, 0.0], [0.1, 0.1, 0.0], [0.2, 0.1, -0.2], [0.0, 0.3, -0.2], [0.0, -0.1, -0.1], [0.0, 0.1, -0.1], [0.0, 0.0, -0.1], [3.4, -2.6, 0.3], [-7.1, 4.7, 2.7], [0.7, -1.1, -0.3], [-0.4, -0.1, -0.3], [0.0, -0.1, 0.1], [1.4, -0.8, 0.1], [-0.1, 0.3, -0.2], [-0.2, 0.1, 0.1], [1.9, 0.0, -2.4], [0.0, -0.7, 0.2], [0.2, -0.1, 0.1], [0.1, 0.1, 0.1], [0.1, 0.1, 0.1], [0.0, 0.0, -0.1], [0.1, 0.1, 0.0], [0.0, 0.0, -0.1], [-0.1, -0.1, 0.0], [-0.1, -0.2, 0.1], [0.2, -0.1, -0.1], [0.0, 0.0, 0.1], [0.1, 0.0, -0.1], [0.0, 0.1, -0.3], [0.1, 0.3, -0.1], [-0.1, -0.1, 0.0], [0.0, 0.1, -0.1], [-0.1, 0.0, -0.1], [3.3, 2.0, -2.0], [-5.4, -2.5, 6.7], [1.2, 0.1, -0.7], [-0.1, -0.5, 0.0], [0.1, 0.0, 0.1], [1.1, 0.9, -0.8], [-0.4, -0.2, -0.1], [-0.1, 0.0, 0.2], [-0.1, 0.1, -3.1], [0.6, -0.1, 0.1], [0.2, 0.2, -0.1], [0.0, 0.2, 0.0], [-0.1, 0.2, 0.0], [0.0, -0.1, -0.1], [-0.1, 0.1, 0.0], [0.0, 0.0, -0.1], [0.0, -0.2, 0.1], [0.2, 0.0, 0.1], [0.1, 0.1, -0.2], [0.0, 0.0, 0.1], [0.0, 0.0, -0.1], [-0.2, -0.2, -0.2], [-0.3, 0.1, -0.1], [0.1, -0.1, 0.1], [-0.1, 0.0, -0.1], [0.0, -0.1, 0.0]]
}